C51H58AsN10Tl | wB97M-V/def2-TZVPD

Last column: Mulliken charge in e.
Positions of all 121 atoms, in Å:
C -1.7044 0.1139 -4.7305  -1.2059
Tl 1.5571 0.9431 1.7779  1.1593
C -1.0307 3.8025 -5.3020  0.5491
N -1.4584 4.6722 1.6694  -0.0605
H -0.2381 5.2689 -6.6498  0.3658
H -1.8870 -0.6113 4.8505  0.4853
H 2.3519 -1.6144 -2.6373  0.2824
C 3.9698 2.7101 -3.4512  -0.9704
C -1.2309 1.5241 -4.4618  0.1563
H -1.5940 0.7390 3.7521  0.2508
C 2.7351 -1.2608 4.1258  -0.1100
C -1.8339 -1.4310 -1.4270  0.8065
C -6.6986 -4.1478 -0.4167  -0.5692
H -3.5469 4.1255 1.6604  0.4581
N -1.9542 -2.4230 2.6035  0.7908
H 5.4678 0.7427 2.3061  0.3655
H 1.4504 -0.7838 -3.9008  0.2720
C -0.6314 1.9602 -3.2588  0.8931
C -2.5207 3.7987 1.5874  -1.3152
C 4.3058 -4.0525 2.3698  -1.5185
C 2.7503 5.9102 1.5810  -0.8989
H 2.5598 -3.1471 1.5304  -0.2365
H 4.7675 -1.4400 1.4384  0.2597
H -2.3513 -0.2476 -3.9345  0.1885
H 0.1887 3.1129 -0.9181  -0.5977
C 2.6658 1.5125 -1.7915  0.5650
H 1.7692 -2.5078 -4.0411  0.5771
H -1.3309 -3.9866 1.2418  0.4995
C 4.9234 2.2303 -1.2870  -0.7260
H 4.0626 3.1230 -4.4490  0.4546
H 4.2156 4.2726 1.5134  0.4398
C -0.6078 -1.0996 -2.0033  1.5570
H 2.6378 0.3886 5.4922  0.4340
C -4.7491 -4.6618 0.9581  -0.7924
As -0.0463 0.7125 -1.9182  0.1742
C -1.1942 4.7945 -6.4202  -1.5998
C -1.3969 2.4692 -5.4627  -1.0854
C 3.0182 -3.2295 2.5215  1.3601
H 1.8500 -4.9652 3.0421  0.4218
C 4.6603 0.2058 2.7991  -0.8391
H -2.7765 -5.3369 -1.5398  0.1945
N 2.1255 3.7555 1.5190  0.5864
H 4.9883 -3.6263 1.6328  0.3620
C 2.0500 -3.9683 3.4406  -1.6186
H 3.8705 2.8995 4.0249  0.1192
C -0.2227 -3.3530 -2.6403  -1.4102
N 1.5963 0.7084 -1.4271  0.3627
C -0.5266 4.2066 -4.0684  -0.6457
N -0.5861 2.6783 1.3913  0.6639
C -5.6372 -4.9999 -0.0400  -0.5916
C -1.9620 2.5716 1.4168  -0.3469
H -2.8874 -0.6946 0.3001  -0.2206
H -2.2732 0.0881 -5.6578  0.5387
C -6.0058 -2.5809 1.2180  0.4813
C -1.5236 -1.1473 2.8065  0.0090
H -1.8876 5.5886 -6.1342  0.3614
C 4.0746 0.7544 3.9404  0.9591
C 1.0470 4.5021 1.5593  0.0590
N -4.9501 -1.5509 2.8019  -0.3639
H 1.9872 2.0014 -3.7841  0.5833
H 4.8328 -4.1136 3.3261  0.3794
H -3.1958 -3.0337 -1.0503  0.3184
H 2.0128 -1.8315 4.6985  0.3922
H 3.2699 6.8554 1.6054  0.4303
C -2.0821 -0.2292 3.8446  -1.9548
N 1.3771 5.8200 1.5949  -0.0647
H -2.3448 0.5903 -0.7758  -0.0861
H 0.7547 6.6074 1.6398  0.1679
C 3.0905 0.0064 4.5817  -1.3098
C -1.1895 -2.9726 1.5909  -0.8066
H 2.4842 -4.0895 4.4387  0.4074
C -4.9660 -3.4260 1.5808  1.2161
H 1.2119 4.2302 -1.8259  0.4888
H -2.0598 -5.4818 -3.1465  0.4464
H 1.0947 -3.4477 3.5400  0.1340
C 3.1944 4.6244 1.5316  -0.6486
C 3.3278 -1.8180 2.9956  0.6992
H -7.3739 -4.4690 -1.2008  0.4265
H 0.3873 -4.1039 -3.1344  0.5332
H -3.1675 -2.6604 4.2712  0.3839
H -7.7256 -2.2858 -0.0616  0.4715
H -5.5283 -5.9519 -0.5466  0.4654
C -2.7404 -0.4293 -0.7518  -1.0823
H -0.4335 4.6866 -1.3903  0.7668
H 5.7596 2.2809 -0.5983  0.5302
C -0.3304 3.3148 -3.0276  0.7024
C 0.1922 3.8527 -1.7150  -1.1485
C -0.3125 3.9550 1.5486  -0.0122
C 4.2742 -1.0394 2.3201  -0.4783
C -6.9002 -2.9363 0.2029  -0.7502
C -3.0994 -3.0409 3.2596  -1.6326
H 0.4529 -2.0365 0.4660  0.3768
H -1.8407 2.1527 -6.4019  0.3870
H -3.7228 -0.4197 -1.2254  0.6138
C 1.5220 -1.7156 -3.3373  -1.7216
H 4.3905 2.1672 5.5410  0.4275
H -1.5460 5.6606 1.8307  0.1625
C 3.7624 1.5883 -0.9104  0.2948
H -0.8749 -0.5855 -4.8335  0.2471
C -1.4406 -3.7335 -2.0691  0.7130
H 4.0657 -5.0685 2.0497  0.4513
C 5.0348 2.7908 -2.5563  -0.5976
H -1.0815 -5.8248 -1.7289  0.4313
N -4.3323 -2.7418 2.5769  0.7351
C 4.4923 2.1092 4.4574  -1.3423
C 0.2276 -2.0459 -2.6284  0.2599
C 2.7946 2.0914 -3.0741  0.0633
N -5.9409 -1.4365 2.0009  -0.7268
N -0.5483 -0.8557 1.9726  0.8667
C -2.2387 -2.7584 -1.4871  -0.9507
H -1.5705 4.3215 -7.3261  0.3672
H -3.9525 -5.3331 1.2622  0.4036
H -2.4541 1.6134 1.3268  0.3452
C -0.3247 -1.9973 1.2176  -0.6085
H -0.2843 5.2549 -3.9084  0.5327
H 5.5300 2.3243 4.2003  0.3990
H -2.9639 -4.1160 3.2893  0.4086
C -1.8692 -5.1744 -2.1150  -1.8377
H -3.1588 -0.1062 3.7390  0.3292
H 5.9600 3.2680 -2.8589  0.4420
H 3.6955 1.1238 0.0652  -0.1815

## Properties
E_HOMO (alpha / beta)   -12.888 / -12.888 eV
LUMO energy (alpha / beta)   -7.027 / -7.029 eV
Multiplicity   1
Total energy   -4933.570486 hartree
Net charge   +2
ΔE to the lowest compared entry with this formula, charge and spin   0.000 eV

C51H58BaN6O2Si | wB97M-V/def2-TZVPD

Last column: Mulliken charge in e.
Positions of all 119 atoms, in Å:
H -0.4230 2.8444 3.8001  0.3528
C 2.7253 -1.6929 -5.2182  -0.8170
H -1.5370 2.6420 -5.8222  0.4171
H 6.7174 -2.4798 0.8629  0.3691
C 1.3041 -2.9881 2.9111  -0.4442
H -0.1407 -1.8440 5.2485  0.2235
H 0.0238 -0.6360 6.5546  0.3727
C -3.8313 -0.6652 -2.1731  -1.1284
C 4.2365 4.2265 -1.5197  -0.7926
H 2.1773 -4.4361 4.1960  0.4085
Ba -0.6198 0.2544 0.3262  -0.6329
H -0.0088 -5.4415 4.8495  0.3882
C 4.5896 -2.2461 0.6551  -0.7477
H -3.6011 -2.2818 -0.7447  -0.3306
C 2.0861 1.2095 2.2742  -0.5227
C -5.4599 1.6077 1.7838  -1.0020
H 4.6341 4.8699 -0.7431  0.4023
C 1.2546 -4.0415 3.7858  -0.5290
H -3.2861 -0.3936 -3.0777  0.4253
C -1.1264 -3.0057 2.7310  0.7945
C 0.7377 1.3465 4.8237  -1.5460
H 0.4369 1.8060 5.7850  0.4730
C -3.4748 -2.1085 -1.8143  -0.5512
C 0.0288 -4.6094 4.1598  -1.1072
C -0.2887 -2.9796 -3.8677  0.4041
C 4.2792 4.6311 -2.8491  -0.5299
C 3.0098 -0.8157 -4.0729  0.3011
N 0.0164 0.1208 4.5627  1.3197
C -1.4581 2.5143 -4.7498  -0.8267
H -3.5428 -4.3299 2.1102  0.4024
H 1.0740 2.7918 0.4525  0.0140
H 2.8706 1.8980 -4.2661  0.5671
C 1.5020 -2.1452 -5.5055  -1.3623
H -0.1708 -3.9673 -4.3247  0.4985
H -3.8878 -3.3479 3.5337  0.5415
C 0.3411 -0.9068 5.5323  -1.2191
H 2.9265 1.8068 2.6594  0.4747
H 0.6422 3.0164 -4.6204  0.5074
H -3.5332 1.9990 -4.4710  0.4415
H -4.4295 -0.7743 0.3521  0.2052
Si 2.3158 0.5114 -1.5277  -0.2324
H 1.4203 -1.0742 5.5425  0.2980
H 4.3505 -3.0962 1.2853  0.5270
H -5.5227 0.3489 -0.4760  0.5449
O -2.5276 -1.4372 1.6038  0.5987
C -5.3284 2.5221 2.8138  -0.7469
H -0.0507 -0.5563 -2.8981  -0.9612
H -2.4787 -2.7511 -4.2177  0.3985
H 5.4186 0.7839 -1.5764  0.3693
C -1.1273 -4.0951 3.6260  -1.1643
C 0.3124 -1.7877 -4.6655  0.2536
H -0.0554 3.6763 1.5099  0.2404
H 1.3402 -2.7618 -6.3844  0.4013
C -2.5687 2.1516 -4.0027  -0.5353
C -0.2136 2.5303 -2.7226  -0.6409
C -0.2564 2.7198 -4.0978  -0.8202
C 3.8248 -0.3974 -0.7424  0.2229
C 0.7535 -1.1750 -3.3091  1.7821
H 2.2954 0.9760 1.2260  -0.5762
H 0.7105 2.6853 -2.1840  0.9689
C -1.7060 -2.7284 -3.4530  -1.5039
C -1.4153 0.3183 4.4810  -1.2652
C 0.5769 2.4120 3.7438  -1.1794
C 0.6530 -2.6141 -2.6961  -0.8123
H 1.2752 3.2289 3.9891  0.4743
H 1.6269 -3.0956 -2.7624  0.7629
C -2.4338 1.9874 -2.6320  0.0239
N -1.2684 2.1563 -2.0013  0.0775
C 0.8824 3.1124 1.4825  -1.0252
N 0.8164 1.9485 2.3667  1.7538
H -6.4233 1.1779 1.5400  0.5043
N -3.1360 1.7507 1.2877  1.2616
H 2.0060 0.2714 2.8162  -0.1559
H -1.6749 0.9558 3.6360  0.1913
C 3.7796 3.7845 -3.8279  -0.7226
C 6.1981 -0.8033 -0.3792  -0.7435
H -3.9140 3.8016 3.8338  0.5193
H 1.6975 3.7943 1.7656  0.4147
C -2.0590 -2.4657 -2.1913  0.6869
H -2.0411 3.0777 2.4046  -0.0616
C 3.5681 -1.4937 0.0902  0.0469
C -3.6042 1.6617 -1.7547  -0.6128
H -1.8338 0.7678 5.4009  0.2613
H -4.5414 1.7470 -2.3272  0.2606
H 3.6703 2.7035 -0.1378  0.4315
H 4.0203 -0.4248 -3.9876  0.4726
H -3.6332 2.4138 -0.9664  0.5059
H 0.7391 -2.7550 -0.4698  0.6941
C 5.1664 -0.0663 -0.9507  -0.5084
H 3.8185 4.0790 -4.8711  0.4128
H -4.1715 -2.7664 -2.3373  0.5925
C 2.0857 -0.5101 -3.1534  -0.2197
H -0.4178 -1.2156 -5.2519  0.4105
H 1.7966 1.1023 4.9230  0.4609
C 0.1251 -2.4265 2.3468  0.1211
N -3.5097 0.3324 -1.1354  1.3483
H -6.1876 2.8170 3.4018  0.4162
C -4.3424 1.2354 1.0439  0.7004
C -3.0268 2.6544 2.2593  -0.4203
C 3.1686 2.1226 -2.1515  0.5708
H -1.8987 -0.6451 4.3242  0.2793
H -4.4817 -2.8243 1.9500  0.3836
N -1.1659 -2.5231 -1.0856  0.1613
H 3.5540 -1.9640 -5.8637  0.4132
C -4.5049 0.2284 -0.0696  -1.3649
C -2.3972 -2.4954 2.2189  0.4367
C 5.9148 -1.9021 0.4208  -0.6508
O 0.2222 -1.4493 1.5180  1.2661
H -2.0688 -4.5429 3.9150  0.3806
H 4.7062 5.5890 -3.1184  0.3695
H 2.2497 -2.5408 2.6264  0.3684
C 3.2384 2.5503 -3.4800  -0.6063
C 0.0810 -2.6570 -1.3313  -1.1004
H 2.5380 -1.7492 0.3276  -0.1306
H 7.2276 -0.5174 -0.5627  0.4120
C -3.6555 -3.3058 2.4680  -2.3655
C 3.6868 2.9971 -1.1856  -0.1804
H -4.9050 -0.5866 -2.4157  0.4668
C -4.0782 3.0682 3.0567  -0.8274

## Properties
E_HOMO   -6.113 eV
LUMO energy   0.182 eV
Multiplicity   1
Total energy   -2772.222747 hartree
ΔE to the lowest compared entry with this formula, charge and spin   1.744 eV